Record 1
Computed, not measured: a molecular structure, C30H71Cl3IN7O8P in a non-equilibrium geometry, with ωB97M-V with the def2-TZVPD basis set.

## Properties
total charge = +1
E = -4190.12754 Eh
frontier orbital gap = 0.277 hartree

Last column: Löwdin charge in e.
Positions of all 121 atoms, in Å:
C1 5.13 0.51 -1.69  -0.087
C2 5.10 0.21 -0.20  -0.273
C3 3.79 0.49 0.50  -0.628
Cl1 4.05 -0.07 2.20  0.750
C4 2.49 -0.17 -0.11  -0.421
C5 2.90 -1.64 -0.37  -0.116
C6 1.93 -2.86 -0.42  -0.638
N1 0.73 -2.67 -1.25  0.087
N2 2.69 -3.99 -1.00  0.082
N3 1.60 -3.35 0.91  0.095
C7 1.45 -0.13 1.02  -0.551
Cl2 1.31 1.41 1.94  0.737
N4 0.09 -0.23 0.39  0.092
C8 0.20 0.46 -0.93  -0.422
C9 -0.81 1.58 -1.11  -0.209
C10 -2.25 0.99 -1.03  -0.145
C11 -3.21 1.56 -2.08  -0.220
O1 -4.35 2.17 -1.48  -0.059
C12 1.74 0.64 -1.23  -0.711
I1 2.13 2.80 -1.25  1.140
P1 1.74 0.31 -3.13  0.629
O2 2.94 1.26 -3.69  -0.452
Cl3 2.53 -1.56 -3.63  0.343
H1 4.54 -0.16 -2.28  0.019
H2 4.88 1.55 -1.88  0.053
H3 6.16 0.40 -2.02  0.092
H4 5.48 -0.78 0.00  0.106
H5 5.82 0.87 0.26  0.101
H6 3.69 1.56 0.58  0.000
H7 3.47 -1.69 -1.28  0.052
H8 3.61 -1.94 0.39  0.098
H9 0.83 -3.14 -2.14  0.051
H10 -0.02 -3.19 -0.80  0.086
H11 2.88 -3.77 -1.98  0.043
H12 3.62 -3.98 -0.57  0.090
H13 0.76 -2.95 1.30  0.060
H14 1.54 -4.36 0.88  0.092
H15 1.58 -0.85 1.81  0.083
H16 -0.49 0.40 0.95  0.117
H17 -0.35 -1.15 0.41  0.145
H18 -0.09 -0.24 -1.69  0.058
H19 -0.72 1.99 -2.10  0.090
H20 -0.74 2.35 -0.35  0.094
H21 -2.17 -0.08 -1.20  0.093
H22 -2.68 1.10 -0.04  0.100
H23 -3.58 0.75 -2.69  0.100
H24 -2.73 2.31 -2.69  0.120
H25 -4.72 1.55 -0.84  0.079
H26 3.66 0.71 -4.04  0.041
C13 -8.19 -1.23 4.09  -0.108
O3 -7.45 -0.13 3.58  -0.198
C14 -6.57 0.47 4.53  -0.215
C15 -5.13 0.28 4.10  -0.211
N5 -4.74 -1.12 4.21  -0.043
C16 -3.44 -1.43 3.62  -0.199
C17 -3.31 -1.28 2.11  -0.248
O4 -4.07 -2.20 1.36  -0.175
C18 -5.40 -1.81 1.07  -0.078
H27 -8.88 -1.54 3.31  0.090
H28 -7.54 -2.07 4.34  0.082
H29 -8.76 -0.94 4.98  0.091
H30 -6.74 0.07 5.53  0.126
H31 -6.79 1.54 4.56  0.124
H32 -4.48 0.88 4.74  0.125
H33 -5.05 0.65 3.07  0.105
H34 -5.44 -1.70 3.76  0.076
H35 -3.21 -2.46 3.87  0.123
H36 -2.68 -0.81 4.11  0.119
H37 -2.26 -1.49 1.85  0.097
H38 -3.51 -0.25 1.77  0.094
H39 -5.50 -0.73 0.96  0.086
H40 -6.10 -2.16 1.84  0.078
H41 -5.69 -2.28 0.13  0.090
C19 -4.57 -2.82 -8.35  -0.109
O5 -3.66 -3.64 -7.63  -0.197
C20 -2.29 -3.38 -7.92  -0.216
C21 -1.59 -2.83 -6.69  -0.212
N6 -2.06 -1.49 -6.38  -0.042
C22 -1.60 -0.98 -5.10  -0.203
C23 -2.08 -1.68 -3.84  -0.232
O6 -3.47 -1.55 -3.58  -0.194
C24 -4.30 -2.53 -4.19  -0.076
H42 -5.57 -3.16 -8.13  0.089
H43 -4.48 -1.76 -8.06  0.082
H44 -4.40 -2.90 -9.43  0.090
H45 -2.19 -2.69 -8.77  0.125
H46 -1.83 -4.33 -8.20  0.124
H47 -0.52 -2.80 -6.88  0.123
H48 -1.78 -3.54 -5.87  0.107
H49 -3.08 -1.49 -6.39  0.077
H50 -1.91 0.07 -5.04  0.120
H51 -0.50 -0.98 -5.10  0.091
H52 -1.58 -1.21 -2.99  0.083
H53 -1.79 -2.74 -3.82  0.112
H54 -3.79 -3.50 -4.29  0.092
H55 -4.65 -2.21 -5.18  0.078
H56 -5.17 -2.66 -3.56  0.089
C25 7.68 4.15 6.34  -0.111
O7 6.46 3.42 6.36  -0.198
C26 5.31 4.21 6.64  -0.216
C27 4.39 4.25 5.45  -0.214
N7 4.98 5.02 4.36  -0.045
C28 4.26 4.92 3.10  -0.193
C29 4.20 3.56 2.41  -0.257
O8 5.46 3.10 1.93  -0.194
C30 6.25 2.39 2.87  -0.114
H57 8.49 3.44 6.21  0.089
H58 7.70 4.87 5.51  0.082
H59 7.83 4.68 7.28  0.090
H60 5.60 5.22 6.95  0.124
H61 4.79 3.74 7.48  0.123
H62 3.45 4.71 5.74  0.124
H63 4.19 3.21 5.16  0.107
H64 5.93 4.69 4.21  0.074
H65 4.72 5.63 2.40  0.123
H66 3.23 5.27 3.26  0.121
H67 3.58 3.67 1.52  0.072
H68 3.73 2.80 3.04  0.078
H69 5.63 1.84 3.58  0.064
H70 6.92 3.06 3.42  0.078
H71 6.86 1.68 2.32  0.082

---

Record 2
Computed, not measured: a molecular structure, C30H71F3N10O8Si2 in a non-equilibrium geometry, with ωB97M-V with the def2-TZVPD basis set.

## Properties
E = -3213.94920 Eh
frontier orbital gap = 0.346 hartree

Last column: Löwdin charge in e.
Positions of all 124 atoms, in Å:
C1 1.95 0.57 2.87  -0.110
C2 3.42 0.48 2.41  -0.255
C3 3.66 1.23 1.10  -0.214
C4 3.15 0.46 -0.13  -0.214
C5 4.20 -0.54 -0.63  -0.189
C6 3.94 -1.13 -2.03  -0.202
C7 2.48 -1.15 -2.49  -0.212
C8 1.99 0.18 -3.11  -0.201
C9 0.98 0.00 -4.25  -0.195
C10 -0.35 0.74 -3.98  -0.253
C11 -1.61 0.07 -4.60  -0.253
Si1 -2.78 -0.50 -3.27  0.531
C12 -4.53 -0.69 -3.97  -0.220
C13 -5.52 0.40 -3.49  -0.167
C14 -6.90 -0.17 -3.40  -0.231
F1 -7.54 -0.30 -4.58  0.076
C15 -7.48 -0.67 -2.32  -0.317
F2 -7.43 -0.11 -1.11  0.130
F3 -8.19 -1.78 -2.28  0.142
O1 -2.79 0.62 -2.05  -0.344
Si2 -3.15 0.29 -0.46  0.526
C16 -3.92 1.85 0.26  -0.246
C17 -3.90 3.06 -0.71  -0.260
C18 -4.98 4.10 -0.39  -0.183
C19 -4.93 4.64 1.05  -0.262
O2 -6.07 4.32 1.83  -0.078
C20 -4.31 -1.16 -0.24  -0.255
C21 -3.62 -2.52 0.04  -0.260
C22 -3.55 -2.88 1.54  -0.206
C23 -4.00 -4.31 1.85  -0.171
C24 -2.96 -5.39 1.53  -0.223
O3 -1.94 -4.88 0.68  -0.210
C25 -0.72 -5.57 0.78  -0.108
H1 1.57 -0.39 3.21  0.060
H2 1.84 1.29 3.68  0.061
H3 1.31 0.89 2.04  0.056
H4 3.71 -0.56 2.28  0.071
H5 4.07 0.88 3.20  0.101
H6 4.74 1.37 0.99  0.105
H7 3.22 2.23 1.14  0.097
H8 2.22 -0.03 0.17  0.109
H9 2.96 1.22 -0.89  0.066
H10 4.35 -1.32 0.11  0.086
H11 5.15 0.00 -0.66  0.105
H12 4.30 -2.17 -2.01  0.097
H13 4.56 -0.62 -2.77  0.102
H14 2.39 -1.91 -3.27  0.096
H15 1.83 -1.48 -1.68  0.111
H16 1.51 0.77 -2.32  0.076
H17 2.85 0.77 -3.42  0.114
H18 0.80 -1.05 -4.48  0.097
H19 1.40 0.46 -5.15  0.108
H20 -0.49 0.84 -2.90  0.068
H21 -0.28 1.76 -4.37  0.111
H22 -1.31 -0.82 -5.16  0.072
H23 -2.13 0.75 -5.28  0.074
H24 -2.32 -1.80 -2.72  0.029
H25 -4.92 -1.69 -3.74  0.081
H26 -4.47 -0.63 -5.06  0.079
H27 -5.53 1.21 -4.22  0.124
H28 -5.24 0.84 -2.53  0.086
H29 -1.92 -0.03 0.32  0.026
H30 -3.42 2.11 1.19  0.074
H31 -4.97 1.61 0.47  0.073
H32 -2.92 3.55 -0.65  0.098
H33 -4.05 2.72 -1.73  0.084
H34 -5.97 3.71 -0.60  0.116
H35 -4.82 4.95 -1.07  0.110
H36 -4.88 5.72 1.01  0.092
H37 -4.01 4.31 1.56  0.112
H38 -6.35 3.42 1.61  0.070
H39 -5.03 -1.25 -1.06  0.057
H40 -4.92 -0.90 0.63  0.072
H41 -4.19 -3.30 -0.46  0.108
H42 -2.62 -2.56 -0.38  0.075
H43 -2.53 -2.75 1.91  0.113
H44 -4.18 -2.20 2.12  0.103
H45 -4.19 -4.36 2.93  0.106
H46 -4.95 -4.54 1.37  0.108
H47 -3.45 -6.22 1.01  0.120
H48 -2.52 -5.79 2.45  0.115
H49 -0.21 -5.49 -0.18  0.091
H50 -0.88 -6.63 1.01  0.082
H51 -0.09 -5.12 1.56  0.080
C26 6.15 -2.46 3.11  -0.663
O4 5.49 -2.00 2.19  0.012
N1 7.39 -1.96 3.41  0.156
N2 5.72 -3.48 3.89  0.162
H52 7.98 -2.31 4.14  0.092
H53 7.71 -1.18 2.86  0.075
H54 4.82 -3.89 3.69  0.074
H55 6.26 -3.87 4.64  0.093
C27 3.61 -6.90 3.34  -0.670
O5 4.35 -6.14 3.95  0.017
N3 4.03 -8.13 2.90  0.151
N4 2.32 -6.57 3.03  0.156
H56 3.44 -8.76 2.40  0.092
H57 4.97 -8.39 3.11  0.103
H58 1.99 -5.67 3.33  0.101
H59 1.70 -7.18 2.53  0.088
C28 -3.70 8.67 1.99  -0.685
O6 -3.06 7.86 1.34  0.015
N5 -4.68 8.29 2.87  0.155
N6 -3.49 10.02 1.90  0.146
H60 -5.22 8.93 3.42  0.093
H61 -4.86 7.30 2.96  0.097
H62 -2.78 10.33 1.27  0.100
H63 -4.01 10.70 2.43  0.090
C29 9.49 0.17 0.52  -0.683
O7 9.18 0.71 1.57  0.019
N7 10.33 0.76 -0.39  0.147
N8 9.04 -1.07 0.18  0.160
H64 10.60 0.34 -1.25  0.090
H65 10.67 1.68 -0.16  0.101
H66 8.41 -1.51 0.83  0.080
H67 9.27 -1.56 -0.66  0.094
C30 1.51 4.17 -0.98  -0.663
O8 2.34 3.31 -1.23  0.028
N9 1.86 5.46 -0.68  0.152
N10 0.17 3.90 -0.96  0.163
H68 1.19 6.17 -0.46  0.091
H69 2.83 5.68 -0.68  0.102
H70 -0.12 2.96 -1.18  0.092
H71 -0.53 4.59 -0.75  0.087